C32H30Br2N | ωB97M-V/def2-TZVPD

Molar mass in Da: 588.407
Kohn-Sham gap in Ha: 0.1895

Geometry as ORCA input:
```
! wB97M-V def2-TZVPD RIJCOSX def2/J DEFGRID3
* xyz 1 1
Br -6.468 4.790 -1.573
C -4.796 3.919 -1.526
C -4.732 2.539 -1.501
C -3.511 1.903 -1.465
C -2.316 2.641 -1.461
C -1.065 1.955 -1.428
C 0.156 2.589 -1.486
C 1.373 1.950 -1.440
C 2.620 2.637 -1.480
C 3.814 1.899 -1.497
C 5.033 2.535 -1.531
C 5.096 3.915 -1.543
Br 6.767 4.790 -1.577
C 3.938 4.668 -1.525
C 2.712 4.041 -1.496
C -2.410 4.046 -1.486
C -3.638 4.670 -1.517
H -5.648 1.971 -1.514
H -3.457 0.829 -1.447
H -1.084 0.882 -1.351
H 0.160 3.657 -1.590
H 1.391 0.877 -1.366
H 3.759 0.826 -1.487
H 5.950 1.968 -1.550
H 4.012 5.745 -1.532
H 1.821 4.642 -1.470
H -1.518 4.644 -1.469
H -3.713 5.747 -1.537
C -3.619 -4.513 0.142
C -3.032 -3.884 -0.937
C -1.907 -3.104 -0.754
C -1.359 -2.935 0.508
C -0.104 -2.101 0.682
C 1.159 -2.907 0.476
C 2.292 -2.314 -0.060
C 3.458 -3.035 -0.219
C 3.508 -4.361 0.161
C 2.395 -4.958 0.713
C 1.231 -4.233 0.871
C -0.062 -1.344 2.026
C -1.321 -0.489 2.292
C -0.817 0.685 3.144
C 0.668 0.846 2.766
N 1.090 -0.398 2.081
C -1.946 -3.594 1.578
C -3.073 -4.370 1.400
H -4.498 -5.124 0.003
H -3.445 -4.018 -1.924
H -1.435 -2.635 -1.601
H -0.126 -1.322 -0.093
H 2.257 -1.274 -0.337
H 4.332 -2.563 -0.638
H 4.418 -4.925 0.034
H 2.434 -5.991 1.020
H 0.364 -4.697 1.308
H 0.057 -2.072 2.841
H -1.732 -0.136 1.341
H -2.115 -1.061 2.788
H -1.393 1.604 2.979
H -0.909 0.438 4.209
H 0.811 1.679 2.068
H 1.302 1.050 3.639
H 1.895 -0.837 2.536
H -1.505 -3.507 2.554
H -3.516 -4.875 2.244
*
```

---

C32H30ClFFeIN5O7P | ωB97M-V/def2-TZVPD

Molar mass in Da: 864.794
Energy relative to the best compared isomer or geometry (same formula, charge and spin) in kcal per mole: 119.58
<S²>: 6.015
Kohn-Sham gap (alpha / beta) in Ha: 0.1785 / 0.1850

Geometry as ORCA input:
```
! wB97M-V def2-TZVPD RIJCOSX def2/J DEFGRID3
* xyz -1 5
Fe 0.180 1.076 0.453
N -0.051 1.228 2.478
C 0.988 1.529 3.455
C 2.349 0.939 3.078
C 3.014 1.643 1.897
N 2.427 1.223 0.639
H -0.823 1.885 2.543
H -0.434 0.297 2.660
H 0.706 1.131 4.442
H 1.100 2.612 3.545
H 2.229 -0.112 2.826
H 3.005 1.014 3.948
H 4.093 1.426 1.927
H 2.877 2.722 1.987
H 2.577 0.229 0.500
H 2.861 1.712 -0.136
Cl 1.480 6.682 -3.348
C 1.387 5.064 -2.726
C 1.862 4.024 -3.511
C 1.677 2.725 -3.081
I 2.554 1.123 -4.137
C 1.065 2.444 -1.859
O 0.668 1.184 -1.509
C 0.826 3.506 -0.961
N 0.575 3.181 0.320
C 0.235 4.173 1.150
C 0.141 5.494 0.763
C 0.486 5.860 -0.531
C 0.895 4.854 -1.422
H 2.338 4.230 -4.456
H 0.013 3.888 2.166
H -0.167 6.238 1.482
H 0.440 6.888 -0.853
O -3.400 3.380 -0.232
C -2.828 2.352 0.081
O -1.675 2.244 0.616
C -3.456 0.960 -0.123
P -2.077 -0.128 0.491
C -1.091 -0.287 -1.012
C -0.680 -1.540 -1.464
C -0.330 -1.761 -2.781
C -0.511 -0.730 -3.730
C -0.804 0.528 -3.330
C -0.765 0.869 -1.881
C -3.061 -1.695 0.410
C -3.479 -2.229 1.622
C -4.294 -3.346 1.657
C -4.698 -3.944 0.475
C -4.298 -3.408 -0.740
C -3.496 -2.282 -0.773
H -3.738 0.761 -1.159
H -4.343 0.834 0.503
H -0.729 -2.378 -0.781
H -0.044 -2.746 -3.114
H -0.443 -0.970 -4.783
H -0.973 1.329 -4.034
H -1.346 1.770 -1.667
H -3.134 -1.764 2.535
H -4.612 -3.754 2.607
H -5.318 -4.830 0.498
H -4.615 -3.871 -1.665
H -3.193 -1.868 -1.725
F 0.304 -6.148 -1.157
C 1.236 -5.319 -0.637
C 0.886 -4.493 0.381
N 1.800 -3.669 0.976
C 1.399 -2.860 2.098
C 0.475 -1.647 1.732
O -0.537 -1.523 2.427
O 0.869 -0.880 0.833
C 3.100 -3.589 0.529
O 3.931 -2.865 1.035
N 3.399 -4.430 -0.514
C 2.571 -5.354 -1.173
O 3.016 -6.059 -2.057
H -0.121 -4.457 0.770
H 2.313 -2.459 2.547
H 0.869 -3.475 2.831
H 4.354 -4.380 -0.849
*
```

---

C32H30ClIrN5O2S | ωB97M-V/def2-TZVPD

Molar mass in Da: 776.362
Energy relative to the best compared isomer or geometry (same formula, charge and spin) in kcal per mole: 22.49
Kohn-Sham gap in Ha: 0.2327

Geometry as ORCA input:
```
! wB97M-V def2-TZVPD RIJCOSX def2/J DEFGRID3
* xyz -1 1
Ir 0.075 0.017 0.504
N 1.412 -4.031 -0.232
C 0.856 -2.785 -0.150
S 1.065 -1.921 1.327
N 0.173 -2.417 -1.226
N -0.357 -1.183 -1.099
C -1.132 -0.680 -2.010
C -1.457 -1.362 -3.284
C -1.276 -0.699 -4.496
C -1.565 -1.327 -5.699
C -2.040 -2.630 -5.704
C -2.218 -3.300 -4.501
C -1.925 -2.675 -3.300
C -1.684 0.646 -1.682
C -2.697 1.247 -2.427
C -3.206 2.467 -2.028
C -2.694 3.079 -0.895
C -1.696 2.433 -0.192
N -1.222 1.244 -0.557
H 2.187 -4.185 0.392
H 1.543 -4.363 -1.174
H -0.886 0.312 -4.495
H -1.412 -0.799 -6.632
H -2.266 -3.123 -6.641
H -2.585 -4.319 -4.498
H -2.052 -3.199 -2.364
H -3.086 0.742 -3.299
H -4.001 2.935 -2.596
H -3.054 4.039 -0.554
H -1.242 2.859 0.691
O 3.050 -1.035 -0.934
C 2.827 0.154 -1.003
N 1.730 0.843 -0.515
C 1.834 2.172 -0.861
O 1.048 3.069 -0.620
C 3.118 2.369 -1.621
C 3.682 3.498 -2.177
C 4.908 3.346 -2.821
C 5.529 2.101 -2.897
C 4.943 0.970 -2.332
C 3.731 1.139 -1.697
H 3.185 4.457 -2.109
H 5.389 4.206 -3.271
H 6.484 2.016 -3.402
H 5.410 -0.005 -2.385
C 0.454 -0.040 4.242
C 1.311 0.810 3.312
C 1.917 1.973 4.103
C 0.565 1.334 2.078
H 1.035 -0.399 5.097
H 0.033 -0.906 3.728
H -0.382 0.550 4.632
H 2.141 0.186 2.956
H 1.122 2.638 4.457
H 2.592 2.566 3.481
H 2.474 1.623 4.977
H 1.217 2.105 1.655
H -0.335 1.874 2.426
Cl -2.822 -2.366 7.039
C -2.552 -1.925 5.364
C -2.057 -2.865 4.477
C -1.860 -2.514 3.151
C -2.138 -1.222 2.677
C -1.954 -0.864 1.286
C -2.633 -0.300 3.613
C -2.842 -0.639 4.938
H -1.828 -3.865 4.823
H -1.461 -3.247 2.460
H -2.462 0.044 0.987
H -1.891 -1.681 0.581
H -2.844 0.712 3.285
H -3.220 0.090 5.643
*
```

---

C32H30N3O4 | ωB97M-V/def2-TZVPD

Molar mass in Da: 520.609
Energy relative to the best compared isomer or geometry (same formula, charge and spin) in kcal per mole: 3.88
Kohn-Sham gap in Ha: 0.2132

Geometry as ORCA input:
```
! wB97M-V def2-TZVPD RIJCOSX def2/J DEFGRID3
* xyz 1 1
C -2.600 -0.531 6.774
C -2.013 0.486 5.766
C -2.225 -0.217 4.447
C -3.022 -1.373 4.695
O -3.229 -1.632 6.023
C -3.606 -2.129 3.663
C -3.420 -1.671 2.354
C -2.596 -0.561 2.069
C -1.963 -0.287 0.736
C -2.303 -1.123 -0.468
C -2.498 -0.434 -1.674
C -2.985 -1.142 -2.745
C -3.216 -2.537 -2.674
O -3.613 -3.075 -3.864
C -3.667 -1.949 -4.843
C -3.300 -0.659 -4.111
C -2.864 -3.254 -1.515
C -2.301 -2.537 -0.469
C -1.949 0.111 3.123
H -1.814 -0.978 7.400
H -3.385 -0.072 7.384
H -2.607 1.428 5.784
H -0.953 0.717 5.985
H -4.193 -3.015 3.954
H -3.868 -2.238 1.543
H -2.146 0.773 0.467
H -2.390 0.661 -1.774
H -2.950 -2.177 -5.644
H -4.684 -1.904 -5.256
H -4.136 0.045 -4.078
H -2.462 -0.141 -4.590
H -3.012 -4.323 -1.514
H -1.882 -3.063 0.382
H -1.176 0.867 2.933
C 1.555 3.427 -0.882
N 2.240 2.404 -0.085
C 2.216 1.125 -0.440
H -0.969 -0.354 1.028
C 2.079 0.645 -1.816
C 3.301 0.787 -2.523
C 3.377 0.484 -3.859
C 2.216 -0.021 -4.457
N 2.394 -0.349 -5.840
O 1.474 -0.835 -6.531
O 3.544 -0.111 -6.312
C 0.984 -0.203 -3.782
C 0.909 0.136 -2.436
N 2.660 0.349 0.557
C 2.696 -1.117 0.521
C 3.179 1.187 1.583
C 2.862 2.502 1.189
C 3.629 3.583 1.604
C 4.828 3.298 2.249
C 5.166 1.994 2.618
C 4.296 0.928 2.367
H 1.825 4.416 -0.545
H 1.752 3.386 -1.972
H 0.470 3.242 -0.762
H 4.219 1.125 -2.047
H 4.294 0.613 -4.446
H 0.160 -0.610 -4.381
H -0.009 0.003 -1.843
H 3.413 -1.477 1.270
H 1.675 -1.509 0.726
H 2.986 -1.501 -0.474
H 3.332 4.575 1.308
H 5.570 4.076 2.445
H 6.150 1.824 3.074
H 4.554 -0.091 2.630
*
```

---

C32H31AuN2O3S3Sb2 | ωB97M-V/def2-TZVPD

Molar mass in Da: 1028.299
Energy relative to the best compared isomer or geometry (same formula, charge and spin) in kcal per mole: 44.75
Kohn-Sham gap in Ha: 0.2072

Geometry as ORCA input:
```
! wB97M-V def2-TZVPD RIJCOSX def2/J DEFGRID3
* xyz 0 1
Au -0.212 -0.764 3.141
C 2.878 -0.539 1.457
C 2.700 0.775 0.719
C 2.117 1.862 1.615
Sb 0.037 1.474 2.035
C -0.839 1.848 0.119
C -0.099 2.405 -0.912
C -0.678 2.615 -2.151
C -2.003 2.275 -2.365
C -2.743 1.719 -1.335
C -2.163 1.498 -0.097
C -0.513 3.295 3.019
C -1.857 3.521 3.278
C -2.257 4.679 3.921
C -1.314 5.614 4.317
C 0.028 5.391 4.060
C 0.430 4.232 3.416
Sb 2.813 -2.318 0.180
C 4.262 -1.356 -1.183
C 3.890 -0.351 -2.063
C 4.840 0.277 -2.849
C 6.172 -0.089 -2.761
C 6.552 -1.084 -1.877
C 5.597 -1.713 -1.096
C 1.136 -1.832 -1.094
C -0.074 -1.454 -0.543
C -1.172 -1.209 -1.348
C -1.061 -1.323 -2.721
C 0.146 -1.708 -3.281
C 1.236 -1.979 -2.471
H 2.078 -0.705 2.174
H 3.827 -0.572 1.990
H 2.029 0.634 -0.132
H 3.663 1.106 0.315
H 2.194 2.841 1.132
H 2.658 1.907 2.562
H 0.935 2.685 -0.758
H -0.094 3.043 -2.952
H -2.456 2.441 -3.332
H -3.772 1.437 -1.500
H -2.734 1.027 0.694
H -2.592 2.787 2.972
H -3.306 4.850 4.116
H -1.626 6.513 4.830
H 0.768 6.119 4.362
H 1.483 4.062 3.224
H 2.854 -0.050 -2.140
H 4.535 1.050 -3.540
H 6.911 0.396 -3.381
H 7.589 -1.378 -1.803
H 5.893 -2.491 -0.404
H -0.163 -1.392 0.531
H -2.114 -0.937 -0.898
H -1.922 -1.134 -3.349
H 0.230 -1.819 -4.353
H 2.170 -2.300 -2.915
C -5.299 -1.667 -2.368
C -4.643 -2.544 -1.352
C -4.570 -3.930 -1.515
C -3.909 -4.632 -0.519
N -3.355 -4.015 0.499
C -3.485 -2.700 0.605
S -2.768 -1.942 1.970
N -4.131 -1.950 -0.287
H -6.329 -1.978 -2.532
H -4.771 -1.749 -3.317
H -5.282 -0.634 -2.032
H -5.002 -4.427 -2.368
H -3.803 -5.709 -0.538
O 0.955 -4.731 3.543
S 0.248 -3.573 3.087
O -0.090 -2.625 4.179
O 0.917 -2.839 1.990
S -1.569 -4.231 2.377
*
```

---

C32H31BrIN7OPSV | ωB97M-V/def2-TZVPD

Molar mass in Da: 850.441
Energy relative to the best compared isomer or geometry (same formula, charge and spin) in kcal per mole: 0.00
<S²>: 2.024
Kohn-Sham gap (alpha / beta) in Ha: 0.2603 / 0.2897

Geometry as ORCA input:
```
! wB97M-V def2-TZVPD RIJCOSX def2/J DEFGRID3
* xyz 2 3
V 0.212 -0.632 0.169
C 3.093 -1.680 4.679
N 2.931 -1.737 3.226
C 3.976 -2.362 2.412
C 1.895 -1.169 2.602
N 1.721 -1.219 1.306
N 1.007 -0.483 3.412
C -0.209 0.074 3.077
N -0.858 0.646 4.107
N -0.680 0.029 1.873
H 3.959 -2.271 4.953
H 2.233 -2.116 5.191
H 3.268 -0.659 5.027
H 4.741 -2.756 3.072
H 4.432 -1.634 1.740
H 3.573 -3.186 1.822
H 2.356 -1.861 0.828
H 1.244 -0.449 4.389
H -0.421 0.794 5.000
H -1.708 1.157 3.934
H -1.578 0.495 1.801
O 0.587 -6.211 -3.196
C 1.190 -5.393 -2.332
C 1.870 -5.821 -1.192
C 2.444 -4.874 -0.372
N 2.393 -3.554 -0.604
C 1.745 -3.206 -1.689
Br 1.659 -1.303 -2.024
C 1.124 -4.024 -2.598
H 0.677 -7.136 -2.934
H 1.945 -6.872 -0.947
H 2.976 -5.186 0.519
H 0.600 -3.652 -3.465
I 1.887 2.218 0.774
C 0.225 3.096 1.697
C 0.527 3.672 2.903
C -0.434 4.403 3.623
C -1.671 4.571 3.083
C -2.006 3.998 1.831
C -3.290 4.277 1.300
C -3.666 3.783 0.092
C -2.787 2.928 -0.594
C -1.535 2.600 -0.122
P -0.656 1.340 -1.123
C 0.163 2.196 -2.492
C 1.507 1.985 -2.786
C 2.093 2.609 -3.877
C 1.337 3.454 -4.676
C -0.003 3.675 -4.385
C -0.590 3.048 -3.299
C -1.944 0.310 -1.893
C -1.759 -0.147 -3.198
C -2.608 -1.110 -3.724
C -3.637 -1.630 -2.953
C -3.828 -1.180 -1.652
C -2.985 -0.219 -1.123
C -1.073 3.195 1.107
H 1.531 3.593 3.297
H -0.168 4.856 4.568
H -2.419 5.168 3.589
H -3.956 4.909 1.874
H -4.634 4.011 -0.332
H -3.138 2.489 -1.517
H 2.115 1.349 -2.154
H 3.138 2.439 -4.099
H 1.793 3.945 -5.526
H -0.592 4.337 -5.006
H -1.638 3.224 -3.089
H -0.961 0.254 -3.809
H -2.469 -1.448 -4.742
H -4.295 -2.384 -3.365
H -4.632 -1.582 -1.051
H -3.151 0.126 -0.109
S -2.114 -4.604 -0.501
C -1.335 -3.258 -0.257
N -0.740 -2.242 -0.073
*
```